The following is a DFT calculation (ωB97M-V/def2-TZVPD) of a single C3H6O3 molecule at a distorted geometry.

Calculated values
Relative energy (zero: lowest compared OMol25 entry of this formula, charge and spin)   170.55 kJ/mol
SMILES string   C[C@@H](O)C(=O)O
Gap between HOMO and LUMO   10.941 eV
Highest occupied orbital energy   -10.5 eV

Element x y z (Å)
C1 0.8120 1.1146 -0.5513
C2 -0.4721 0.3032 -0.2303
C3 -0.3264 -0.9195 0.5786
H1 0.5903 1.8656 -1.3007
H2 1.3126 1.7148 0.3465
H3 1.6254 0.3980 -1.0522
H4 -0.9957 0.9595 0.4895
H5 -1.6930 -0.8735 -0.7623
H6 0.7847 -1.7181 1.8161
O1 -1.2863 -0.0522 -1.3038
O2 0.9202 -0.9655 1.2604
O3 -1.2717 -1.8268 0.7094

=====

The following is a DFT calculation (ωB97M-V/def2-TZVPD) of a molecular structure, C3H6O3 at a distorted geometry.

Calculated values
Relative energy (zero: lowest compared OMol25 entry of this formula, charge and spin)   354.21 kJ/mol
Gap between HOMO and LUMO   10.355 eV
Highest occupied orbital energy   -9.9 eV

Element x y z (Å)
C1 0.2061 -0.5188 0.0591
C2 -0.9432 -1.4730 -0.1386
C3 0.2035 1.4682 -0.0192
O1 -0.2212 0.5944 1.0136
O2 1.5593 1.6112 -0.0616
O3 -0.5626 2.3046 -0.4274
H1 1.7477 2.5270 -0.3096
H2 1.0359 -0.6137 -0.6422
H3 0.7448 -0.7009 1.0455
H4 -0.8553 -2.3093 0.5521
H5 -1.9167 -1.0399 0.0858
H6 -0.9984 -1.8498 -1.1575

=====

The following is a DFT calculation (ωB97M-V/def2-TZVPD) of 2 unconnected molecules or ions with the total composition C3H6O3.

Calculated values
Relative energy (zero: lowest compared OMol25 entry of this formula, charge and spin)   110.40 kJ/mol
SMILES string   CC=O.O=CO
Gap between HOMO and LUMO   10.778 eV
Highest occupied orbital energy   -10.0 eV

Element x y z (Å)
O1 -1.9684 1.1296 -0.0119
C1 -1.5959 1.4129 1.0933
C2 -0.2917 2.1085 1.4176
H1 -2.3177 1.4138 1.9387
H2 0.2019 2.3743 0.4894
H3 0.3766 1.5680 2.0792
H4 -0.6435 3.0254 1.9013
O2 1.7031 -3.7319 -1.2581
C3 1.6412 -2.6842 -1.8403
O3 0.5351 -1.9501 -1.9944
H5 2.5010 -2.2959 -2.3871
H6 -0.1417 -2.3704 -1.4278

=====

The following is a DFT calculation (ωB97M-V/def2-TZVPD) of 2 unconnected molecules or ions with the total composition C3H6O3 at a distorted geometry.

Calculated values
Relative energy (zero: lowest compared OMol25 entry of this formula, charge and spin)   172.60 kJ/mol
SMILES string   O=CCC=O.O
Gap between HOMO and LUMO   10.921 eV
Highest occupied orbital energy   -10.4 eV

Element x y z (Å)
C1 -1.2473 0.3279 0.3570
C2 -0.0242 0.6505 1.1315
C3 0.9409 1.3223 0.2166
H1 -1.9115 1.1974 0.1389
H2 -0.4056 1.1468 2.0531
H3 0.4820 -0.2910 1.3919
H4 1.8193 1.8143 0.6808
H5 0.2041 -2.4329 -2.4028
H6 0.2052 -1.9025 -0.9259
O1 -1.4186 -0.7680 -0.1362
O2 0.6663 1.4124 -0.9679
O3 0.6894 -2.4771 -1.5370

=====

The following is a DFT calculation (ωB97M-V/def2-TZVPD) of 2 unconnected molecules or ions with the total composition C3H6O3.

Calculated values
Relative energy (zero: lowest compared OMol25 entry of this formula, charge and spin)   93.13 kJ/mol
SMILES string   CC=O.O=CO
Gap between HOMO and LUMO   11.162 eV
Highest occupied orbital energy   -10.4 eV

Element x y z (Å)
O1 1.3250 -0.3834 -1.1497
C1 1.9455 -0.6018 -0.1391
C2 1.9581 0.2275 1.0983
H1 2.5862 -1.5015 -0.0829
H2 1.3487 1.1213 1.0683
H3 2.9958 0.4685 1.3466
H4 1.6001 -0.4249 1.9030
O2 -2.5925 -0.3889 0.5450
C3 -1.9058 0.0631 -0.3191
O3 -1.0540 1.0805 -0.1165
H5 -1.9104 -0.3129 -1.3513
H6 -0.5468 1.2149 -0.9313

=====

The following is a DFT calculation (ωB97M-V/def2-TZVPD) of a single C3H6O3 molecule at a distorted geometry.

Calculated values
Relative energy (zero: lowest compared OMol25 entry of this formula, charge and spin)   387.07 kJ/mol
SMILES string   COCC(=O)O
Gap between HOMO and LUMO   10.635 eV
Highest occupied orbital energy   -10.2 eV

Element x y z (Å)
C1 -1.8973 0.2830 0.1493
C2 0.2301 -0.2595 -0.2293
C3 1.4971 0.4349 -0.1519
H1 -2.0864 -0.5767 -0.6406
H2 -2.7733 0.9222 0.2117
H3 -1.9799 -0.1277 1.0657
H4 0.0383 -0.9191 0.7419
H5 0.4161 -1.0296 -1.1492
H6 2.8637 -1.1006 0.2438
O1 -0.6750 0.7398 -0.2913
O2 2.9626 -0.0095 0.0703
O3 1.4040 1.6429 -0.0204

=====

The following is a DFT calculation (ωB97M-V/def2-TZVPD) of 2 unconnected molecules or ions with the total composition C3H6O3S.

Calculated values
Relative energy (zero: lowest compared OMol25 entry of this formula, charge and spin)   13.02 kJ/mol
Gap between HOMO and LUMO   5.658 eV
Highest occupied orbital energy   0.5 eV
Net charge   -2

Element x y z (Å)
O1 -1.7406 -0.2380 -1.0237
C1 -0.7874 0.6084 -0.8597
O2 -0.8354 1.7809 -1.2679
C2 0.4484 0.0857 -0.1021
C3 1.3982 1.1619 0.3973
S1 3.0621 0.5708 0.9643
H1 1.0569 -0.6263 -0.6644
H2 0.0116 -0.4583 0.7396
H3 1.5754 1.8239 -0.4452
H4 0.9781 1.7452 1.2130
H5 -1.3165 -2.3520 1.0032
H6 -1.8968 -1.6143 -0.2422
O3 -1.9540 -2.4880 0.2877

=====

The following is a DFT calculation (ωB97M-V/def2-TZVPD) of a molecular structure, C3H6O3Sn at a distorted geometry.

Calculated values
Relative energy (zero: lowest compared OMol25 entry of this formula, charge and spin)   495.54 kJ/mol
Gap between HOMO and LUMO (alpha / beta)   6.382 / 7.728 eV
Highest occupied orbital energy (alpha / beta)   -11.7 / -12.9 eV
Net charge   +1
Multiplicity   2

Element x y z (Å)
C1 -1.3645 0.8598 -0.3220
C2 -0.7331 -0.1948 0.3615
O1 0.3803 -0.7695 -0.2979
C3 1.0470 -1.7378 0.2927
O2 2.0426 -1.9489 -0.5562
Sn1 1.6454 -0.5207 -2.1861
H1 -2.4348 0.9317 -0.1149
H2 -0.8495 1.2466 -1.2063
H3 -1.3284 -0.9663 0.8528
H4 2.6147 -2.6834 -0.2942
H5 -0.2660 1.0015 1.4917
O3 -0.7262 2.1444 1.2095
H6 -0.0276 2.6374 0.7694

=====

The following is a DFT calculation (ωB97M-V/def2-TZVPD) of a molecular structure, C3H6O3V at a distorted geometry.

Calculated values
Relative energy (zero: lowest compared OMol25 entry of this formula, charge and spin)   71.75 kJ/mol
Gap between HOMO and LUMO (alpha / beta)   7.479 / 8.127 eV
Highest occupied orbital energy (alpha / beta)   -7.3 / -8.1 eV
Multiplicity   4

Element x y z (Å)
C1 0.9661 1.4737 0.4117
O1 0.0817 0.3975 0.1576
C2 0.4552 -0.6342 -0.7206
C3 -0.6282 -1.0469 -1.4589
O2 -1.8479 -0.7672 -1.0743
H1 0.3337 2.2589 0.8403
H2 1.7274 1.1843 1.1483
H3 1.4485 1.7360 -0.5405
H4 -0.4048 -1.5765 2.0359
H5 -0.4568 -1.4346 -2.4718
V1 -1.7879 0.0166 0.7022
O3 -1.3527 -1.0407 2.0944
H6 1.4657 -0.5670 -1.1243

=====

The following is a DFT calculation (ωB97M-V/def2-TZVPD) of a single C3H6O4 molecule at a distorted geometry.

Calculated values
Relative energy (zero: lowest compared OMol25 entry of this formula, charge and spin)   90.60 kJ/mol
SMILES string   O=C(O)[C@H](O)CO
Gap between HOMO and LUMO   10.686 eV
Highest occupied orbital energy   -10.2 eV

Element x y z (Å)
C1 1.0365 -0.1501 0.7310
C2 -0.2494 0.6195 0.3678
C3 -1.4637 -0.2752 0.0141
H1 1.4724 -0.3254 -1.1819
H2 0.8176 -0.8853 1.5113
H3 1.8069 0.5102 0.9989
H4 -0.5115 1.3076 1.1805
H5 -0.4906 1.8894 -1.2317
H6 -0.2422 -1.6212 -0.7498
O1 1.4156 -0.9362 -0.4072
O2 0.2129 1.2102 -0.8708
O3 -1.2335 -1.4951 -0.4429
O4 -2.5710 0.1516 0.0809

=====

The following is a DFT calculation (ωB97M-V/def2-TZVPD) of a single C3H6O4S molecule at a distorted geometry.

Calculated values
Relative energy (zero: lowest compared OMol25 entry of this formula, charge and spin)   253.97 kJ/mol
SMILES string   CC(C(O)O)=S(=O)=O
Gap between HOMO and LUMO   8.322 eV
Highest occupied orbital energy   -9.4 eV

Element x y z (Å)
C1 0.7912 0.3333 -0.8140
C2 0.1585 -1.0091 -0.9214
C3 0.1146 1.2572 0.3851
O1 3.0230 1.7299 -0.9504
O2 2.9796 -0.5585 -1.9133
O3 0.4060 0.7418 1.6422
O4 -1.2355 1.3163 0.1162
S1 2.4449 0.4185 -0.9984
H1 -0.9212 -0.8510 -0.9285
H2 0.4562 -1.5005 -1.8452
H3 0.3914 -1.6760 -0.0854
H4 0.6172 2.2317 0.3385
H5 -0.0661 -0.0915 1.7631
H6 -1.6429 1.9919 0.6741

=====

The following is a DFT calculation (ωB97M-V/def2-TZVPD) of a single C3H6OS molecule at a distorted geometry.

Calculated values
Relative energy (zero: lowest compared OMol25 entry of this formula, charge and spin)   268.86 kJ/mol
Gap between HOMO and LUMO (alpha / beta)   8.505 / 8.502 eV
Highest occupied orbital energy (alpha / beta)   -9.0 / -9.0 eV

Element x y z (Å)
C1 -0.2571 -0.3232 0.2143
C2 -0.2288 0.6431 -0.9689
C3 1.1172 -0.6175 0.8057
O1 -0.8195 -1.2890 -0.5480
S1 -1.5625 1.5691 -1.4140
H1 -0.9239 0.0736 1.0085
H2 0.4575 0.4165 -1.7699
H3 1.5335 0.2830 1.2538
H4 1.7922 -0.9918 0.0394
H5 1.0096 -1.3770 1.5738
H6 -2.1183 1.6133 -0.1947

=====

The following is a DFT calculation (ωB97M-V/def2-TZVPD) of a single C3H6OS molecule at a distorted geometry.

Calculated values
Relative energy (zero: lowest compared OMol25 entry of this formula, charge and spin)   130.76 kJ/mol
SMILES string   C[C@H]1S[C@@H]1O
Gap between HOMO and LUMO   9.565 eV
Highest occupied orbital energy   -8.8 eV

Element x y z (Å)
C1 -0.1544 -0.5342 -0.1131
C2 -0.3116 0.6637 0.7574
C3 0.7672 -0.5076 -1.4092
O1 -1.5574 0.7399 1.3842
S1 0.8527 -0.5508 1.4115
H1 -1.0701 -1.1544 -0.0882
H2 0.0880 1.7154 0.7079
H3 1.5973 0.1241 -1.1649
H4 0.1444 -0.1693 -2.1965
H5 1.3070 -1.4237 -1.6150
H6 -1.6631 1.0970 2.3258

=====

The following is a DFT calculation (ωB97M-V/def2-TZVPD) of a single C3H6OS molecule at a distorted geometry.

Calculated values
Relative energy (zero: lowest compared OMol25 entry of this formula, charge and spin)   366.89 kJ/mol
SMILES string   OC/C=C\S
Gap between HOMO and LUMO   9.367 eV
Highest occupied orbital energy   -8.7 eV

Element x y z (Å)
C1 -0.8236 0.5438 -0.0289
C2 -0.0338 -0.2916 0.8470
C3 1.2523 0.0240 1.0060
O1 -0.2737 0.7120 -1.3398
S1 1.6272 1.6491 0.4223
H1 -1.0137 1.5818 0.0108
H2 -1.7433 0.0512 -0.1396
H3 -0.1703 -1.4935 1.0303
H4 1.9227 -0.7335 1.2406
H5 0.5865 0.3590 -1.5505
H6 0.8797 2.6816 0.5044

=====

The following is a DFT calculation (ωB97M-V/def2-TZVPD) of a single C3H6OS molecule at a distorted geometry.

Calculated values
Relative energy (zero: lowest compared OMol25 entry of this formula, charge and spin)   145.98 kJ/mol
SMILES string   OCCC=S
Gap between HOMO and LUMO   8.489 eV
Highest occupied orbital energy   -8.9 eV

Element x y z (Å)
C1 1.1132 0.0432 0.0404
C2 -0.2427 0.6076 -0.4237
C3 -1.2093 -0.1427 0.3726
H1 0.3596 -1.7240 -0.1504
H2 1.8803 0.5871 -0.4905
H3 1.3431 0.3902 1.0783
H4 -0.3273 1.6843 0.0093
H5 -0.4891 0.6807 -1.4951
H6 -1.0288 -0.2276 1.4819
O1 1.2533 -1.3549 -0.2434
S1 -2.6524 -0.5438 -0.1794

=====

The following is a DFT calculation (ωB97M-V/def2-TZVPD) of a single C3H6OS2 molecule at a distorted geometry.

Calculated values
Relative energy (zero: lowest compared OMol25 entry of this formula, charge and spin)   72.70 kJ/mol
SMILES string   O=CCCSS
Gap between HOMO and LUMO   9.677 eV
Highest occupied orbital energy   -9.3 eV

Element x y z (Å)
C1 0.4039 -0.3556 -0.3680
C2 0.7817 -1.8140 -0.1968
O1 0.9346 -2.5990 -1.0885
C3 -1.0487 -0.0808 0.0365
S1 -1.3722 1.7562 -0.1522
S2 -0.1941 2.8359 1.1210
H1 1.0530 0.3065 0.2197
H2 0.5816 0.0417 -1.3715
H3 0.8536 -2.0881 0.8769
H4 -1.7415 -0.5441 -0.6621
H5 -1.2602 -0.2864 1.0823
H6 1.0083 2.8278 0.5027

=====

The following is a DFT calculation (ωB97M-V/def2-TZVPD) of 2 unconnected molecules or ions with the total composition C3H6OS2 at a distorted geometry.

Calculated values
Relative energy (zero: lowest compared OMol25 entry of this formula, charge and spin)   481.24 kJ/mol
Gap between HOMO and LUMO   5.650 eV
Highest occupied orbital energy   -9.2 eV

Element x y z (Å)
C1 0.4166 -0.9603 0.0180
C2 -0.2169 -1.1925 1.3689
O1 -0.1914 -2.2566 1.9356
C3 -0.2148 0.3053 -0.6604
S1 0.2554 0.2351 -2.3051
S2 0.0155 2.9993 0.0899
H1 1.4914 -0.8843 0.1229
H2 0.2685 -1.8219 -0.6106
H3 -0.9821 -0.4741 1.7415
H4 -1.2971 0.2870 -0.7600
H5 -0.0060 1.1421 0.1722
H6 0.4607 2.6207 -1.1128

=====

The following is a DFT calculation (ωB97M-V/def2-TZVPD) of a single C3H6OS2 molecule at a distorted geometry.

Calculated values
Relative energy (zero: lowest compared OMol25 entry of this formula, charge and spin)   344.36 kJ/mol
Gap between HOMO and LUMO   8.903 eV
Highest occupied orbital energy   -8.8 eV

Element x y z (Å)
C1 -0.7504 -0.1901 -0.9992
C2 -1.6875 0.1203 0.1417
C3 -0.2173 0.5042 0.2648
O1 0.5999 -0.1442 1.1023
S1 2.0367 -0.8004 0.3529
S2 3.2213 0.4154 -0.4102
H1 -0.8039 -1.2719 -1.1398
H2 -0.5488 0.4398 -1.9461
H3 -2.4325 1.0651 0.1069
H4 -2.0653 -0.8165 0.6563
H5 0.0888 1.5039 0.1613
H6 2.5592 -0.8256 1.7090

=====

The following is a DFT calculation (ωB97M-V/def2-TZVPD) of a single C3H6OS2 molecule at a distorted geometry.

Calculated values
Relative energy (zero: lowest compared OMol25 entry of this formula, charge and spin)   367.18 kJ/mol
Gap between HOMO and LUMO (alpha / beta)   8.430 / 8.430 eV
Highest occupied orbital energy (alpha / beta)   -9.0 / -9.0 eV

Element x y z (Å)
C1 0.7803 1.6118 0.3570
C2 -1.0618 -1.2397 -0.3378
C3 0.4865 -1.2399 -0.4668
O1 -0.1903 3.7583 1.0045
S1 0.3088 2.4819 1.6302
S2 1.3458 -0.4673 1.0022
H1 0.7923 1.4979 -0.7225
H2 -1.5325 -0.3567 -0.7996
H3 -1.4734 -2.1590 -0.7548
H4 -1.3640 -0.9425 0.6872
H5 0.9470 -0.6955 -1.3124
H6 0.9612 -2.2494 -0.2873

=====

The following is a DFT calculation (ωB97M-V/def2-TZVPD) of 2 unconnected molecules or ions with the total composition C3H6P2 at a distorted geometry.

Calculated values
Relative energy (zero: lowest compared OMol25 entry of this formula, charge and spin)   320.45 kJ/mol
Gap between HOMO and LUMO   7.564 eV
Highest occupied orbital energy   -8.3 eV

Element x y z (Å)
C1 -0.8681 0.4171 0.1183
C2 -1.1200 -0.8469 -0.5455
C3 -0.0673 -0.7414 0.5112
P1 2.9269 0.9060 0.3588
P2 2.3652 -0.9026 -0.2881
H1 -0.3989 1.0476 -0.6100
H2 -1.3307 0.8911 0.9746
H3 -2.0537 -1.5236 -0.3774
H4 -0.5392 -0.9361 -1.5584
H5 -0.1985 -1.2971 1.5492
H6 4.0748 0.8692 -0.5180

=====

Number 1: total energy -343.5896 a.u.. Number 2: total energy -343.5196 a.u.. Number 3: total energy -343.6125 a.u.. Number 4: total energy -343.5888 a.u.. Number 5: total energy -343.6191 a.u.. Number 6: total energy -343.5071 a.u.. Number 7: total energy -741.8304 a.u.. Number 8: total energy -557.4159 a.u.. Number 9: total energy -1287.5479 a.u.. Number 10: total energy -418.8597 a.u.. Number 11: total energy -816.9639 a.u.. Number 12: total energy -591.2306 a.u.. Number 13: total energy -591.2832 a.u.. Number 14: total energy -591.1933 a.u.. Number 15: total energy -591.2774 a.u.. Number 16: total energy -989.5008 a.u.. Number 17: total energy -989.3452 a.u.. Number 18: total energy -989.3974 a.u.. Number 19: total energy -989.3887 a.u.. Number 20: total energy -800.4412 a.u..